No. 1
{
  "formula": "C30H93N3O24",
  "method": "ωB97M-V/def2-TZVPD",
  "species": ["O", "O", "O", "O", "O", "O", "O", "O", "O", "O", "O", "O", "O", "O", "O", "O", "O", "O", "O", "O", "O", "O", "O", "O", "N", "N", "N", "C", "C", "C", "C", "C", "C", "C", "C", "C", "C", "C", "C", "C", "C", "C", "C", "C", "C", "C", "C", "C", "C", "C", "C", "C", "C", "C", "C", "C", "C", "H", "H", "H", "H", "H", "H", "H", "H", "H", "H", "H", "H", "H", "H", "H", "H", "H", "H", "H", "H", "H", "H", "H", "H", "H", "H", "H", "H", "H", "H", "H", "H", "H", "H", "H", "H", "H", "H", "H", "H", "H", "H", "H", "H", "H", "H", "H", "H", "H", "H", "H", "H", "H", "H", "H", "H", "H", "H", "H", "H", "H", "H", "H", "H", "H", "H", "H", "H", "H", "H", "H", "H", "H", "H", "H", "H", "H", "H", "H", "H", "H", "H", "H", "H", "H", "H", "H", "H", "H", "H", "H", "H", "H"],
  "coordinates": [[-2.0801, -2.1974, -4.0671], [-1.1968, -4.1211, 2.1569], [-2.2950, 3.3362, -1.8191], [-0.6945, -4.0314, -7.0225], [-0.1726, -0.4314, 1.6090], [3.7453, 3.8604, 3.5108], [0.4404, 2.9648, 0.7086], [1.5161, 0.4310, -5.3599], [3.6820, 1.1623, 3.1083], [-4.0819, -3.8943, -2.6776], [-3.1224, -3.3696, 0.3161], [1.8282, -0.2570, 6.6614], [-2.7988, 0.7358, 1.7574], [-2.8376, -0.7485, 5.5125], [-1.8949, 1.8085, 4.5823], [-5.6308, -1.5503, 6.9917], [1.0789, 2.5747, -3.2741], [2.3079, -3.8043, -0.6593], [2.7750, 1.4740, -7.5392], [3.5904, -1.2276, -2.5005], [2.3411, -3.8882, -4.0133], [6.0863, -1.0888, -5.1004], [1.2355, 6.4784, 0.4308], [3.5320, 2.5486, -1.7770], [-5.3794, 1.3737, -2.4891], [1.4948, 0.5078, -0.6534], [2.6057, -3.6880, 6.9789], [-4.1822, 1.7294, -1.7729], [-4.3826, -4.5171, -1.3977], [-1.4926, -2.9944, -6.4141], [2.5540, 3.1185, 3.6485], [-0.3428, -1.2107, 2.8069], [2.2424, 3.2641, -3.7231], [1.0136, 4.1327, 0.2297], [2.6568, 2.0020, 2.6062], [0.7167, 0.6943, 6.8462], [-3.9950, -0.0342, 6.0069], [-1.0563, -2.7298, -4.9888], [1.4378, -1.5619, 6.4723], [1.4313, 0.9859, -7.5843], [-3.1700, -4.5464, -0.4891], [-4.7065, -0.6259, 7.3212], [4.9678, -1.2619, -2.8900], [-3.2288, 2.7304, -2.6437], [0.7565, 1.1616, -6.1971], [2.7015, -2.4628, 6.3012], [-2.5141, 2.0814, 2.1047], [-1.4381, 2.0632, 3.2119], [-2.8563, 4.5089, -1.0892], [5.0246, -1.6998, -4.4026], [3.4685, 2.5859, -3.2186], [0.1911, -0.0287, -0.8021], [3.2784, -2.5770, 4.9178], [-0.0515, -1.0484, 0.3636], [0.0588, -0.8951, -2.0145], [0.9268, 5.2916, 1.0971], [-3.4334, 0.4085, -1.4645], [-1.0008, -1.0651, -2.2055], [2.4487, -4.7288, -4.4582], [-4.6325, 0.1786, 5.1487], [-2.6535, 2.1642, -3.3762], [-2.5434, -3.2838, -6.4271], [-2.9785, 0.4963, -0.4779], [-3.7380, 0.9988, 6.2416], [5.3084, -0.2268, -2.8660], [3.4858, -2.1091, 6.9703], [2.1283, -0.2514, -0.8598], [-1.9368, 0.4078, 1.4908], [-1.5262, -2.1140, -7.0559], [2.0103, 4.1178, -0.2114], [-3.6404, 4.1712, -0.4114], [0.4021, 4.3247, -0.6519], [-5.2991, -2.4355, 7.1591], [3.2174, -4.0895, -0.7462], [3.2318, -2.1080, -2.3668], [-0.8270, -3.7146, -4.5816], [-0.1427, -2.1430, -4.8943], [-0.4916, 0.8013, -0.9841], [-2.7716, 2.1848, 4.6890], [0.1200, -0.8188, 3.7127], [-0.5127, 1.5194, 3.0221], [-0.0207, 0.4246, 7.6022], [-5.8317, 0.7308, -1.8550], [-3.0919, -5.4826, 0.0635], [2.3465, 3.4947, -4.7833], [0.3607, 0.7538, 5.8178], [-4.0196, -0.5104, -1.4581], [-1.1558, 3.1159, 3.2205], [4.3988, 1.7891, 2.9868], [-1.3199, -1.6769, 2.9336], [-2.4507, -3.4791, 0.9932], [5.6326, -1.7793, -2.1983], [3.5575, -1.6088, 4.5022], [4.9551, -2.7786, -4.5425], [-0.0448, 5.3348, 1.5894], [4.0588, 3.9774, 2.6110], [1.7178, 1.4490, 2.6305], [1.0206, 7.1719, 1.0588], [1.8064, -4.0168, 6.4565], [0.3699, 3.1883, -3.4801], [-2.3086, 2.7459, 1.2654], [-2.0765, 4.9428, -0.4634], [1.0621, 1.6357, 7.2736], [2.6218, -3.1063, 4.2273], [-3.2227, 5.1938, -1.8538], [-5.9275, 2.2205, -2.5399], [-2.6508, 0.2381, -2.2038], [-5.2237, -4.0455, -0.8893], [1.5902, 5.0875, 1.9376], [0.8146, -1.7329, 7.3501], [-4.4952, 2.0972, -0.7958], [1.5829, 3.6093, 3.5836], [-2.3155, -0.0680, 5.0813], [-3.7902, 3.4557, -3.2328], [2.6223, 2.8302, 4.6974], [5.6968, -0.5234, -5.7713], [1.4390, -0.0860, -7.7822], [2.9452, 1.5437, -6.5970], [0.5569, -1.8543, -1.8738], [-3.7089, -3.0213, -2.5357], [0.8064, -1.7057, 5.5955], [2.2822, 4.2199, -3.2006], [3.3305, -4.3877, 6.9072], [1.8057, -4.0896, -3.2458], [0.6944, 2.2092, -5.9025], [0.4404, -0.3650, -2.8872], [-0.3023, 0.9224, -6.2954], [-4.6655, -5.5692, -1.4330], [-0.8873, -1.7263, 0.1906], [2.7739, 2.0081, -1.5428], [1.8592, -4.5507, -0.2620], [0.2773, -2.1049, 2.7429], [-1.1554, -4.2556, -7.8342], [-2.2431, -4.7260, -1.0338], [-0.6581, -4.1702, 2.9466], [3.4478, 1.5761, -3.6285], [1.7061, 0.6182, 0.3281], [4.4639, 2.9798, -3.4237], [4.1646, -3.1911, 5.0779], [4.1229, -1.3768, -4.9229], [-5.2382, 0.2384, 7.7192], [0.7902, -1.7398, 0.3240], [2.7690, 2.2610, 1.5534], [1.1056, 0.7307, -4.5455], [0.8222, 1.4849, -8.3380], [-2.2233, -1.2836, -4.3243], [-3.4401, 2.4730, 2.5257], [-4.0266, -0.9239, 8.1194], [0.3699, 2.3148, 0.0057], [-1.0036, -4.9305, 1.6839]],
  "lowdin_charge": [-0.090, -0.032, -0.217, -0.066, -0.205, -0.064, -0.045, -0.042, -0.054, -0.073, -0.068, -0.193, -0.070, -0.097, -0.091, -0.041, -0.060, -0.035, -0.062, -0.095, -0.038, -0.067, -0.021, -0.080, 0.019, 0.073, 0.020, -0.390, -0.210, -0.239, -0.229, -0.064, -0.243, -0.284, -0.245, -0.042, -0.200, -0.188, -0.214, -0.209, -0.266, -0.266, -0.187, -0.195, -0.314, -0.478, -0.207, -0.177, -0.036, -0.236, -0.231, -0.410, -0.052, -0.172, -0.046, -0.292, -0.039, 0.057, 0.044, 0.114, 0.112, 0.119, 0.054, 0.086, 0.108, 0.136, 0.075, 0.035, 0.109, 0.123, 0.073, 0.116, 0.098, 0.046, 0.040, 0.118, 0.107, 0.127, 0.073, 0.076, 0.091, 0.084, 0.071, 0.104, 0.119, 0.071, 0.080, 0.102, 0.073, 0.096, 0.014, 0.113, 0.079, 0.103, 0.125, 0.089, 0.091, 0.093, 0.067, 0.091, 0.100, 0.076, 0.084, 0.066, 0.086, 0.068, 0.049, 0.118, 0.105, 0.124, 0.118, 0.097, 0.021, 0.110, 0.126, 0.081, 0.114, 0.055, 0.084, 0.048, 0.102, 0.123, 0.080, 0.013, 0.106, 0.077, 0.116, 0.112, 0.120, 0.018, 0.039, 0.066, 0.079, 0.113, 0.056, 0.103, 0.069, 0.131, 0.075, 0.109, 0.107, 0.116, 0.110, 0.053, 0.114, 0.072, 0.119, 0.121, 0.053, 0.054],
  "homo_lumo_gap_ev": 8.74,
  "lumo_energy_ev": -0.47,
  "fmax_ha_per_bohr": 0.0828,
  "total_charge": 0
}

=====

No. 2
{
  "formula": "C31H10Cl80N2O3S2",
  "method": "ωB97M-V/def2-TZVPD",
  "species": ["Cl", "Cl", "Cl", "Cl", "Cl", "Cl", "Cl", "Cl", "Cl", "Cl", "Cl", "Cl", "Cl", "Cl", "Cl", "Cl", "Cl", "Cl", "Cl", "Cl", "Cl", "Cl", "Cl", "Cl", "Cl", "Cl", "Cl", "Cl", "Cl", "Cl", "Cl", "Cl", "Cl", "Cl", "Cl", "Cl", "Cl", "Cl", "Cl", "Cl", "Cl", "Cl", "Cl", "Cl", "Cl", "Cl", "Cl", "Cl", "Cl", "Cl", "Cl", "Cl", "Cl", "Cl", "Cl", "Cl", "Cl", "Cl", "Cl", "Cl", "Cl", "Cl", "Cl", "Cl", "Cl", "Cl", "Cl", "Cl", "Cl", "Cl", "Cl", "Cl", "Cl", "Cl", "Cl", "Cl", "Cl", "Cl", "Cl", "Cl", "S", "S", "O", "O", "O", "N", "N", "C", "C", "C", "C", "C", "C", "C", "C", "C", "C", "C", "C", "C", "C", "C", "C", "C", "C", "C", "C", "C", "C", "C", "C", "C", "C", "C", "C", "C", "C", "C", "H", "H", "H", "H", "H", "H", "H", "H", "H", "H"],
  "coordinates": [[-0.5906, -1.6444, 7.0371], [8.8600, -8.0840, -9.2052], [6.4768, -7.8324, -10.8074], [10.9458, 7.0652, -3.4041], [6.6465, -4.2629, -10.8731], [0.6710, -4.5033, 3.3959], [-0.3315, -4.4765, 6.0926], [8.3746, -9.9310, -11.3669], [-12.2335, 7.1680, -6.9822], [12.5312, 4.9903, -2.1798], [-12.3732, 5.3470, -4.7531], [-7.9498, 11.3277, -1.6309], [5.2314, -4.8221, -0.8062], [6.6655, -2.6199, -1.9825], [8.4943, -3.0654, -5.7287], [9.6103, -3.0831, -3.0708], [-8.8520, 5.6418, 1.3798], [-6.8124, -10.2155, 6.7260], [9.0476, -7.1883, -11.9413], [10.7665, 6.5992, -0.5633], [6.6687, 2.6803, -2.4097], [-5.4063, -4.2623, 1.1076], [-10.1058, 7.0906, -5.0372], [-5.4972, 7.0892, -2.8039], [-7.9718, -5.3753, 2.3033], [12.6084, -0.6494, 4.1240], [-11.6132, 5.6004, 0.5620], [7.0463, 0.6844, 2.7858], [2.3745, 5.9288, 5.1335], [7.6711, -1.8357, 1.5259], [-1.7012, -12.7531, 6.6260], [-0.5866, -6.8535, 4.4713], [-16.0128, 8.4880, -1.3993], [9.3640, -4.0544, -9.9264], [-9.1983, -5.5982, 4.9071], [14.2701, -2.2944, 5.8093], [-1.2159, 1.1806, 6.9807], [10.8443, -4.6349, -5.1658], [8.2855, -5.4289, -4.0967], [-5.5107, 6.0335, -0.1173], [-8.6758, 9.2165, -3.4550], [-10.8210, -5.1648, 2.5587], [7.0746, -1.7411, 4.3415], [-8.1736, -7.7214, 7.0969], [0.1140, 4.1723, 5.4994], [-13.6174, 10.0104, -1.8830], [2.1882, 3.4657, 3.6276], [-3.6899, 4.9571, -2.0670], [-9.5447, -7.7158, 2.9916], [-10.3733, 9.8101, -1.2134], [5.8483, 1.3271, -0.0031], [-10.5766, 7.8686, 2.0085], [-4.8194, -3.0064, -1.4194], [9.5497, -0.6322, 3.3557], [9.6752, 4.6732, -2.4052], [-6.1326, -8.5369, 8.9679], [4.0023, -3.2345, -2.8861], [-2.1756, -4.5227, 3.8775], [-3.8499, -11.1289, 5.5999], [12.6256, -0.2328, 6.9765], [-2.2818, -12.7487, 3.8011], [4.3874, -2.1342, -0.2529], [-10.9349, 5.3429, 3.3528], [7.9865, 0.2414, -1.6329], [0.4935, 0.0146, 4.9628], [7.3301, -2.3146, -8.8585], [-4.1117, -13.9987, 5.6476], [11.4046, -2.6015, 5.8776], [-6.5178, 4.4422, -2.3030], [-6.1861, -1.5336, 0.6494], [-5.3948, -7.7295, 6.2976], [-13.4174, 7.2448, -1.0794], [1.4399, 0.2989, 7.6852], [7.3165, -5.1349, -8.2121], [8.4151, 2.6518, -0.1157], [-14.3820, 7.8984, -3.7055], [-7.8183, 8.5753, -0.7752], [-10.4687, 4.8872, -6.8703], [0.4027, 5.6553, 3.0403], [-3.3935, -2.1622, 0.9334], [-0.2770, -1.2116, 1.8414], [1.4050, -1.2534, -0.5260], [-1.0931, 5.9377, -0.1477], [-1.8963, 3.7923, -0.0066], [-0.7498, 1.9015, 0.5255], [2.0909, -0.0194, 1.8462], [3.5925, 0.5788, 3.3829], [-4.9409, -2.7439, 0.3232], [-0.0549, 0.4965, -2.1097], [-9.3814, -5.9693, 3.1923], [-0.6097, -5.0917, 4.4621], [1.2700, 4.8082, 4.3274], [7.8365, -0.8777, 2.9998], [10.9790, 5.8316, -2.1401], [-10.4925, 6.1164, 1.8294], [7.6643, -3.9442, -9.4667], [9.3101, -4.0524, -4.5175], [-11.2940, 6.1215, -5.9120], [-0.1386, 1.9229, -2.6804], [-1.0610, 2.7218, -0.2731], [3.6221, 1.4870, 2.3600], [-6.6236, -8.5449, 7.2721], [-14.3596, 8.4135, -2.0170], [1.3111, 0.3016, -1.4744], [5.0752, -3.1925, -1.4752], [0.0334, -0.0308, 6.6700], [1.0965, -0.7531, 1.1554], [-0.6680, 4.2678, -1.8740], [-5.3074, 5.6343, -1.8268], [-2.9868, -12.6560, 5.4198], [-8.7011, 9.7355, -1.7648], [7.2319, 1.7161, -1.0307], [-0.5966, 2.9476, -1.6927], [2.6653, -0.3006, 3.0923], [8.1909, -8.2587, -10.8297], [-1.2189, 4.8639, -0.6202], [12.7257, -1.4464, 5.6993], [2.7086, 1.1312, 1.4037], [-0.2028, -0.2123, -2.9206], [2.5483, 1.6722, 0.4956], [-0.3880, 4.8072, -2.7630], [4.2552, 2.3514, 2.2808], [0.8020, 2.2369, -3.1301], [-0.8719, 1.9152, -3.4875], [2.1134, 0.3393, -2.2043], [-0.8366, 0.3594, -1.3704], [1.4067, 1.0948, -0.7479], [2.4270, -1.1493, 3.7019]],
  "lowdin_charge": [0.489, 0.508, 0.508, 0.522, 0.517, 0.517, 0.495, 0.528, 0.523, 0.524, 0.508, 0.542, 0.535, 0.457, 0.500, 0.499, 0.507, 0.501, 0.514, 0.522, 0.516, 0.485, 0.485, 0.524, 0.483, 0.494, 0.486, 0.515, 0.526, 0.507, 0.523, 0.533, 0.533, 0.522, 0.499, 0.526, 0.517, 0.537, 0.523, 0.524, 0.488, 0.526, 0.532, 0.499, 0.513, 0.511, 0.614, 0.648, 0.529, 0.502, 0.520, 0.524, 0.527, 0.492, 0.489, 0.531, 0.527, 0.518, 0.491, 0.527, 0.520, 0.502, 0.537, 0.502, 0.562, 0.511, 0.522, 0.520, 0.541, 0.528, 0.520, 0.471, 0.539, 0.490, 0.514, 0.508, 0.494, 0.526, 0.538, 0.497, 0.712, 0.839, 0.163, 0.068, 0.173, -0.111, 0.072, -2.043, -0.240, -2.044, -2.048, -2.027, -2.026, -2.060, -2.040, -2.041, -2.047, -2.050, -0.120, -0.375, -0.332, -2.048, -2.033, -0.450, -2.022, -2.014, -1.041, 0.052, -2.011, -2.061, -2.030, -2.013, -0.095, -0.230, -2.054, -0.522, -2.056, -0.127, 0.114, 0.104, 0.138, 0.070, 0.129, 0.131, 0.090, 0.102, 0.035, 0.093],
  "homo_lumo_gap_ev": 7.69,
  "lumo_energy_ev": -1.10,
  "fmax_ha_per_bohr": 0.0366,
  "total_charge": 0
}

=====

No. 3
{
  "formula": "C31H17Cl3F3N6NiO2S",
  "method": "ωB97M-V/def2-TZVPD",
  "species": ["Ni", "Cl", "Cl", "Cl", "S", "F", "F", "F", "O", "O", "N", "N", "N", "N", "N", "N", "C", "C", "C", "C", "C", "C", "C", "C", "C", "C", "C", "C", "C", "C", "C", "C", "C", "C", "C", "C", "C", "C", "C", "C", "C", "C", "C", "C", "C", "C", "C", "H", "H", "H", "H", "H", "H", "H", "H", "H", "H", "H", "H", "H", "H", "H", "H", "H"],
  "coordinates": [[-1.6005, 0.3760, -0.7147], [-5.0875, -1.3864, 1.3405], [-7.1041, 0.2731, 0.0861], [-5.8850, -1.9298, -1.3803], [1.3612, -0.9520, -0.3964], [1.0895, -0.2082, 8.2167], [-0.9613, -0.7210, 8.7008], [-0.3950, 1.3509, 8.4769], [2.4061, -0.6059, 0.5376], [0.4976, -2.0373, -0.0418], [-1.1733, 2.4330, -0.9415], [0.3965, -5.0215, -2.5612], [-3.5490, 0.6978, -0.8812], [0.4385, 0.3286, -0.7726], [-3.8200, -5.2885, -1.1099], [-1.9639, -1.3390, -1.7187], [0.1610, 2.6822, -1.0539], [-0.2909, 5.0478, -1.2131], [-1.5142, 0.0686, 2.4038], [0.6552, 4.0008, -1.2084], [-1.8382, -2.4950, -1.6801], [2.0400, 4.2157, -1.3491], [1.0476, 1.5538, -0.9850], [-0.5271, 0.0530, 6.5086], [-1.7325, 0.1269, 1.2087], [-4.5549, 0.2129, -0.6616], [-2.1664, 0.3230, 4.7762], [-2.8977, -4.6523, -1.3967], [-2.0193, 3.4319, -0.9374], [2.1249, -1.5765, -4.3101], [3.4716, -1.9350, -4.3192], [3.5000, -1.7499, -1.9101], [-1.7654, -3.8746, -1.7518], [-1.8303, 0.3340, 6.1172], [-1.6193, 4.7694, -1.0722], [-1.2042, 0.0340, 3.8009], [0.1001, -0.2719, 4.2135], [1.4696, -1.2946, -3.1246], [-5.6202, -0.6669, -0.1766], [2.8750, 3.1336, -1.3330], [0.4349, -0.2585, 5.5580], [4.1808, -2.1890, -5.6251], [2.4034, 1.8237, -1.1529], [-0.1923, 0.1134, 7.9609], [-0.5637, -4.5022, -2.1820], [2.1679, -1.3715, -1.9273], [4.1448, -2.0313, -3.1068], [0.4200, -1.0264, -3.1200], [0.8374, -0.5154, 3.4586], [1.5803, -1.5243, -5.2474], [3.6135, -2.8820, -6.2496], [3.9416, 3.2836, -1.4578], [4.0134, -1.8178, -0.9584], [0.0556, 6.0693, -1.3224], [-3.1791, 0.5424, 4.4643], [5.1861, -2.3349, -3.0957], [5.1736, -2.6074, -5.4597], [3.1173, 1.0183, -1.1165], [-2.3663, 5.5524, -1.0711], [2.4213, 5.2235, -1.4640], [-2.5788, 0.5622, 6.8670], [1.4456, -0.4892, 5.8687], [4.2947, -1.2575, -6.1851], [-3.0664, 3.1781, -0.8222]],
  "lowdin_charge": [0.427, 0.652, 0.597, 0.636, 0.581, 0.124, 0.121, 0.120, -0.313, -0.294, 0.061, 0.120, 0.161, -0.171, 0.104, 0.125, -0.131, -0.015, -0.131, -0.162, -0.179, -0.068, -0.235, -0.150, -0.057, -0.307, -0.028, -0.259, -0.122, -0.036, -0.275, -0.053, -0.273, -0.026, -0.057, -0.247, -0.003, -0.052, -1.606, -0.078, -0.011, -0.058, -0.015, -0.577, -0.249, -0.281, -0.039, 0.099, 0.119, 0.114, 0.078, 0.104, 0.114, 0.115, 0.110, 0.107, 0.069, 0.092, 0.100, 0.103, 0.118, 0.116, 0.078, 0.095],
  "homo_lumo_gap_ev": [7.13, 7.09],
  "s2": 2.0097,
  "lumo_energy_ev": [1.90, 1.74],
  "fmax_ha_per_bohr": 0.0230,
  "multiplicity": 3,
  "total_charge": -1
}